Entry 1:
68
Properties=species:S:1:pos:R:3:forces:R:3 method="wB97M-V/def2-TZVPD" energy_ha=-4820.33797 charge=0 orbital_gap_ev="7.9 / 8.0" multiplicity=6 de_lowest_kcal_mol=0.0 largest_force_ev_per_a=3.70
Sm -1.274634 -14.608345 -8.380542 1.08 -1.47 -0.28
C 0.567543 -10.619212 -6.895786 0.56 0.25 -0.74
C 0.038566 -11.725424 -7.741693 -0.73 -2.93 2.13
N -0.433101 -12.832391 -7.218950 0.95 2.54 0.61
O -0.552717 -12.856030 -5.847466 -0.62 -0.47 -0.10
B -2.012453 -12.543874 -5.463017 0.12 1.37 -1.01
F -2.089653 -12.169940 -4.160553 0.17 -0.54 -0.07
F -2.355389 -11.442130 -6.333780 -0.19 -0.56 0.40
O -3.017071 -13.627738 -5.725784 -0.11 -0.54 0.85
N -3.079159 -14.087222 -6.991012 -1.47 0.99 -1.19
C -4.224850 -13.937064 -7.608178 0.45 -0.36 1.64
C -5.423693 -13.482934 -6.887727 0.54 1.15 1.72
C -4.308408 -14.005227 -9.068325 -0.21 -0.39 -1.50
N -3.247105 -14.357027 -9.711692 -0.54 0.30 2.11
O -3.222799 -14.108805 -11.008557 0.83 0.08 -2.04
B -2.623387 -12.747211 -11.323984 -0.09 0.55 -0.93
F -2.745071 -12.502123 -12.686508 -0.10 -0.43 1.00
F -3.323047 -11.846293 -10.510885 0.46 0.12 -0.16
O -1.115555 -12.581642 -11.072640 -0.05 -0.17 0.20
N -0.817077 -12.686616 -9.762923 0.70 1.83 1.95
C -0.070272 -11.754765 -9.183810 -0.76 -0.67 -2.91
C 0.565981 -10.663484 -9.936632 -0.13 1.06 -0.85
C -5.537467 -13.535977 -9.829928 0.55 0.39 0.96
H 1.371107 -10.967627 -6.229630 -0.50 -0.09 -0.10
H -0.230970 -10.160883 -6.333364 -0.28 -0.12 0.37
H 0.988250 -9.848894 -7.535044 0.04 0.09 0.04
H -5.475318 -13.922540 -5.862927 0.05 0.33 -0.86
H -6.339055 -13.596978 -7.422622 -0.43 -0.26 -0.24
H -5.253996 -12.387411 -6.744760 -0.29 -0.55 0.14
H 0.830613 -10.925763 -10.949498 0.04 -0.47 -0.23
H 1.447165 -10.247241 -9.454908 -0.03 -0.18 0.12
H -0.141439 -9.832528 -10.080689 0.01 -0.11 0.24
H -6.459331 -13.831518 -9.331394 0.11 -0.17 -0.16
H -5.448704 -13.971572 -10.816040 -0.24 0.27 -0.24
H -5.518728 -12.425337 -9.854768 -0.01 -0.69 -0.28
C 3.389776 -15.578077 -6.716058 -0.26 0.06 1.76
Ge 3.179780 -17.331712 -5.710544 -0.32 1.50 -0.76
C 4.626347 -18.540827 -6.260089 -0.17 -0.87 0.23
C 3.563642 -16.698769 -3.862438 0.72 -0.61 -0.43
C 1.314431 -18.016428 -6.122453 0.37 -0.48 0.01
H 3.091153 -14.849562 -5.887683 -0.05 -0.61 -1.43
H 2.757824 -15.529386 -7.610454 0.27 0.26 0.35
H 4.434022 -15.331408 -6.913481 -0.03 -0.20 -0.30
H 5.550577 -17.989518 -6.350848 0.29 0.35 0.27
H 4.496264 -18.993085 -7.244424 -0.35 -0.03 0.03
H 4.781773 -19.363472 -5.531262 -0.09 0.45 -0.38
H 4.631164 -16.381527 -3.877633 -0.57 -0.32 0.03
H 3.447858 -17.498048 -3.108224 -0.11 0.64 -0.18
H 2.995075 -15.792708 -3.670781 -0.31 -0.21 0.30
H 0.769400 -18.124477 -5.160137 0.17 0.09 -0.61
H 1.619672 -19.045086 -6.438746 -0.70 0.49 0.08
F -0.820614 -17.785675 -7.737924 0.44 0.53 0.75
B 0.450137 -17.280030 -7.293056 0.60 -0.37 0.26
F 0.187987 -15.849320 -6.965544 -0.17 -0.38 -0.13
O 1.251353 -17.320984 -8.608577 -0.40 0.49 0.51
C 0.760749 -16.758903 -9.651639 0.31 -1.11 -1.59
O 0.226816 -15.636752 -9.729165 0.01 0.03 0.56
C 0.868843 -17.531390 -10.923986 1.29 0.63 0.17
C 0.911169 -16.798589 -12.116177 -0.62 -0.64 -0.31
C 1.185525 -17.490352 -13.289253 -0.72 -0.01 -0.79
C 1.304922 -18.885188 -13.304120 0.49 0.19 0.45
C 1.306309 -19.591843 -12.090787 0.33 0.95 -0.59
C 1.193799 -18.889601 -10.900310 -0.68 0.33 -0.67
H 0.620027 -15.747296 -12.171391 0.38 -0.30 0.28
H 1.154132 -16.938569 -14.239717 0.22 -0.31 0.46
H 1.500094 -19.410992 -14.244383 -0.24 0.21 0.36
H 1.492764 -20.643416 -12.106277 0.00 -0.50 0.13
H 1.282637 -19.373700 -9.958449 0.00 -0.38 0.60

***

Entry 2:
27
Properties=species:S:1:pos:R:3:forces:R:3 method="wB97M-V/def2-TZVPD" energy_ha=-403.45053 charge=+1 orbital_gap_ev=11.7 multiplicity=1 de_lowest_kcal_mol=18.9 largest_force_ev_per_a=2.04
C -0.903911 -0.373067 1.397253 -1.41 -1.37 -0.53
C -2.281463 -0.662148 2.042104 1.03 1.45 0.62
C -1.437724 -0.628728 -0.993812 -1.28 0.69 -1.17
N -1.020782 0.140427 0.010142 1.01 -0.77 1.24
N -1.983115 -1.825532 -0.832122 0.15 -0.74 1.00
N -1.539619 -0.079483 -2.212376 0.71 0.16 -0.37
H -0.368591 0.371374 1.912652 0.70 0.76 0.76
H -0.352011 -1.314417 1.431996 0.43 0.15 -0.24
H -3.011097 -0.773953 1.259459 -0.58 -0.48 0.20
H -2.581415 0.150735 2.706887 -0.15 0.37 -0.53
H -0.206127 0.720880 -0.170926 -0.55 0.36 -0.53
H -1.985889 -2.279309 0.068622 0.08 0.23 0.06
H -2.196786 -2.457065 -1.583193 -0.03 0.33 -0.41
H -1.019721 0.745705 -2.462938 -0.09 0.11 0.27
H -2.080610 -0.471594 -2.963282 0.07 -0.39 0.13
H -2.166002 -1.440268 2.778807 -0.29 -0.93 -0.35
C 2.654517 1.128042 0.194335 -0.16 0.15 -0.60
C 2.582933 -0.341943 -0.182094 0.98 -0.62 0.15
C 1.673947 2.031989 -0.578533 0.04 0.70 0.53
H 2.479716 1.250445 1.260648 -0.06 -0.08 0.10
H 3.672609 1.476730 0.021656 0.00 -0.01 0.05
H 3.060368 -0.579958 -1.135890 -0.29 0.35 -0.22
H 2.116260 2.746588 -1.270434 0.36 -0.24 -0.10
H 0.938705 1.492173 -1.174192 0.03 -0.16 -0.11
H 1.592517 -0.796437 -0.181636 -0.17 0.16 0.06
H 3.201171 -0.912642 0.517479 -0.24 -0.04 0.15
H 1.162114 2.681443 0.139379 -0.29 -0.13 -0.15